DFT (ωB97M-V/def2-TZVPD) results for a single C10H10O2 molecule.

SMILES: COc1ccc2c(c1)CCC2=O
Energy (eV): -14624.4667
HOMO energy (eV): -8.95
LUMO (eV): 0.49
ΔE to the lowest compared entry with this formula, charge and spin (kcal/mol): 80.2
Frontier orbital gap (eV): 9.4

Element x y z (Å)
1 O -3.306 -1.382 0.126
2 O 3.052 -0.267 -0.473
3 C -1.321 1.925 -0.003
4 C 1.044 -1.483 0.073
5 C -2.772 1.191 -0.056
6 C -0.318 0.819 -0.046
7 C -1.034 -0.404 0.002
8 C 3.965 0.447 0.444
9 C -0.345 -1.587 -0.040
10 C 1.732 -0.258 -0.157
11 C 1.062 0.884 -0.143
12 C -2.545 -0.437 0.067
13 H -0.842 -2.602 -0.042
14 H 4.937 0.438 -0.042
15 H 4.116 -0.345 1.161
16 H -3.515 1.602 -0.696
17 H 1.510 1.888 -0.030
18 H -3.530 1.329 0.731
19 H 1.600 -2.296 0.003
20 H -1.402 2.545 0.935
21 H 3.598 1.379 0.636
22 H -1.252 2.678 -0.721

=====

DFT (ωB97M-V/def2-TZVPD) results for a 2-piece molecular cluster, C2Cl3F overall.

Energy (eV): -42353.7316
HOMO energy (alpha / beta) (eV): -8.85 / -8.95
LUMO (alpha / beta) (eV): -1.38 / -1.17
ΔE to the lowest compared entry with this formula, charge and spin (kcal/mol): 94.0
Frontier orbital gap (alpha / beta) (eV): 7.5 / 7.8

Element x y z (Å)
1 Cl 0.771 1.359 -1.681
2 Cl -0.598 -1.608 1.553
3 Cl -1.614 1.554 -0.088
4 F 1.332 -1.357 0.149
5 C -0.362 0.619 -0.709
6 C 0.472 -0.568 0.776

=====

DFT (ωB97M-V/def2-TZVPD) results for C14H9CdCl2I2NO2S as an isolated structure.

Energy (eV): -76896.4312
HOMO energy (eV): -0.35
LUMO (eV): 4.02
Total charge: -2
ΔE to the lowest compared entry with this formula, charge and spin (kcal/mol): 0.0
Frontier orbital gap (eV): 4.4

Element x y z (Å)
1 I -3.502 1.645 1.161
2 I -2.698 -1.755 1.906
3 Cd 0.117 0.046 -0.452
4 Cl 1.205 2.376 -4.698
5 Cl -2.413 -0.718 -1.936
6 S 0.187 0.880 1.921
7 O 1.644 -3.524 1.468
8 O 0.481 -1.913 0.484
9 N 0.292 0.837 -2.318
10 C -2.499 1.081 -5.508
11 C 1.964 -1.342 2.320
12 C -0.581 0.869 -3.259
13 C -2.808 0.357 -4.356
14 C -1.237 1.684 -5.560
15 C 2.281 0.692 3.567
16 C 1.553 -0.025 2.602
17 C 3.784 -1.130 3.940
18 C -3.086 0.180 2.643
19 C 1.311 -2.341 1.344
20 C 3.071 -1.854 3.000
21 C 3.372 0.164 4.229
22 C -0.351 1.579 -4.522
23 C -1.917 0.252 -3.317
24 H -0.941 2.251 -6.437
25 H 3.344 -2.873 2.763
26 H 3.902 0.764 4.962
27 H -2.167 0.504 3.121
28 H 1.959 1.705 3.778
29 H -3.200 1.165 -6.327
30 H 4.640 -1.568 4.440
31 H -3.768 -0.141 -4.268
32 H -3.939 0.152 3.308

=====

DFT (ωB97M-V/def2-TZVPD) results for a 2-piece molecular cluster, C13H29N3O2Si overall.

SMILES: CNC[Si@H](O)CCCCN(C)C(C)=O.CCCC#N
Energy (eV): -30389.7575
HOMO energy (eV): -8.59
LUMO (eV): 0.51
ΔE to the lowest compared entry with this formula, charge and spin (kcal/mol): 65.5
Frontier orbital gap (eV): 9.1

Element x y z (Å)
1 Si 0.504 -1.821 0.812
2 O -5.352 0.690 3.479
3 O 0.981 -3.102 -0.348
4 N 1.888 -0.448 2.976
5 N -3.969 0.511 1.400
6 N 2.235 1.838 -2.076
7 C -0.140 -0.355 -0.256
8 C 2.075 -1.447 1.857
9 C -4.355 0.045 2.820
10 C -2.751 1.376 1.621
11 C -1.856 1.691 0.289
12 C -0.343 1.060 0.545
13 C -3.699 -0.695 0.532
14 C 2.233 0.983 -2.862
15 C 2.228 -0.089 -3.865
16 C -3.603 -1.160 3.639
17 C 2.494 0.903 2.661
18 C 3.230 1.328 -5.728
19 C 3.357 0.067 -4.884
20 H 3.287 2.231 -5.112
21 H -3.793 -2.232 3.207
22 H 1.267 -3.887 0.207
23 H -4.021 -1.184 4.756
24 H -2.136 0.928 2.511
25 H -2.436 -0.943 3.760
26 H -3.570 -0.411 -0.617
27 H 2.980 -1.153 1.171
28 H -1.694 2.872 0.227
29 H 2.384 -2.477 2.376
30 H 2.231 1.315 1.592
31 H 0.902 -0.385 3.312
32 H -4.688 -1.363 0.565
33 H 4.042 1.375 -6.461
34 H -3.158 2.429 2.006
35 H -2.825 -1.385 0.887
36 H -1.162 -0.721 -0.751
37 H 3.350 -0.803 -5.553
38 H 3.659 0.941 2.809
39 H 1.261 -0.113 -4.381
40 H 2.341 -1.054 -3.358
41 H 2.033 1.678 3.432
42 H 0.402 1.841 0.037
43 H -0.119 0.945 1.688
44 H 2.280 1.342 -6.272
45 H -2.335 1.382 -0.731
46 H 4.328 0.070 -4.375
47 H -0.573 -2.447 1.621
48 H 0.605 -0.167 -1.166

=====

DFT (ωB97M-V/def2-TZVPD) results for a single C22H26FN3O5S molecule.

SMILES: Cc1ccccc1N(CC(=O)NC[C@@H]1CCCO1)C(=O)CNS(=O)(=O)c1ccc(F)cc1
Energy (eV): -51497.2439
HOMO energy (eV): -9.09
LUMO (eV): 0.56
ΔE to the lowest compared entry with this formula, charge and spin (kcal/mol): 9.8
Frontier orbital gap (eV): 9.7

Element x y z (Å)
1 S 4.084 0.118 1.098
2 F 0.330 -4.364 0.707
3 O 1.700 -0.165 -1.823
4 O 5.202 -0.107 0.231
5 O -4.172 -2.235 -0.703
6 O -0.166 0.012 0.878
7 O 4.316 0.380 2.487
8 N 3.292 1.464 0.516
9 N -1.627 -1.017 -0.503
10 N 0.675 1.698 -1.110
11 C 1.780 0.949 -1.340
12 C 3.101 1.576 -0.912
13 C 0.362 4.382 1.411
14 C 2.964 -2.054 -0.162
15 C 2.952 -1.263 0.969
16 C -4.674 -3.553 -0.797
17 C 0.687 2.997 -0.526
18 C -0.767 -0.043 -0.178
19 C -5.117 -3.908 0.620
20 C 1.260 4.015 -2.775
21 C 0.646 5.503 0.648
22 C 2.073 -3.108 -0.259
23 C 0.956 4.119 -1.311
24 C 0.934 5.367 -0.697
25 C 1.203 -2.562 1.943
26 C -3.549 -2.077 0.566
27 C -0.600 1.030 -1.264
28 C 2.089 -1.502 2.019
29 C 1.207 -3.337 0.796
30 C -2.022 -2.070 0.402
31 C 0.381 3.132 0.823
32 C -4.025 -3.239 1.458
33 H 1.158 2.993 -3.132
34 H 0.520 -2.786 2.746
35 H 0.154 2.243 1.395
36 H -6.088 -3.458 0.827
37 H 3.930 1.032 -1.368
38 H -1.698 -3.036 0.002
39 H 2.041 -3.741 -1.131
40 H -5.485 -3.546 -1.526
41 H -3.201 -3.931 1.632
42 H 0.586 4.654 -3.343
43 H 1.145 6.243 -1.293
44 H 2.130 -0.864 2.887
45 H -1.531 -1.887 1.359
46 H 0.130 4.481 2.460
47 H 2.497 1.719 1.081
48 H 3.154 2.630 -1.197
49 H -5.179 -4.981 0.782
50 H -4.393 -2.888 2.418
51 H 3.667 -1.841 -0.950
52 H -3.886 -4.240 -1.139
53 H -1.400 1.768 -1.171
54 H -2.128 -0.995 -1.377
55 H -3.869 -1.101 0.951
56 H -0.639 0.561 -2.251
57 H 0.637 6.483 1.100
58 H 2.278 4.350 -2.975